Entry 1:
{"formula": "C25H16BrCl4N7O3S2TeTi", "method": "ωB97M-V with the def2-TZVPD basis set", "e_tot_ha": -7900.20942, "fmax_ev_per_a": 1.135, "s_squared": 0.823, "multiplicity": 2, "total_charge": -1, "homo_energy_ev": [-2.96, -3.29], "e_above_lowest_kcal_mol": 0.00, "elements": ["Ti", "S", "N", "C", "C", "C", "C", "C", "N", "C", "C", "N", "C", "C", "C", "C", "C", "N", "H", "H", "H", "H", "H", "H", "Cl", "C", "C", "Cl", "C", "Cl", "C", "O", "C", "O", "C", "Cl", "O", "C", "C", "C", "N", "C", "Br", "C", "H", "H", "H", "H", "C", "N", "C", "N", "S", "H", "H", "H", "H", "H", "H", "Te"], "positions_angstrom": [[0.883944, -0.210464, -0.564024], [-3.121372, 3.678020, -5.799747], [-3.547237, 2.353635, -4.962291], [-2.553253, 2.081890, -4.140173], [-2.511187, 0.992328, -3.185730], [-3.539917, 0.108353, -2.933718], [-3.373679, -0.858217, -1.948952], [-2.169915, -0.936074, -1.274551], [-1.154272, -0.106371, -1.516879], [-1.322470, 0.867977, -2.436385], [-0.238847, 1.773942, -2.548157], [0.820329, 1.538506, -1.697038], [1.805417, 2.475389, -1.672944], [1.811367, 3.580368, -2.480830], [0.760223, 3.794618, -3.386185], [-0.278359, 2.889034, -3.407378], [-1.460388, 3.008378, -4.246561], [-1.661584, 3.949953, -5.146039], [-4.462559, 0.185951, -3.495289], [-4.161007, -1.561825, -1.718199], [-1.985872, -1.710130, -0.541155], [2.603855, 2.302319, -0.966167], [2.631854, 4.279983, -2.401908], [0.739959, 4.655342, -4.041243], [1.169725, 4.676057, 4.016578], [0.710528, 3.254909, 3.144960], [-0.562468, 2.723926, 3.292779], [-1.711726, 3.484786, 4.338978], [-0.916228, 1.564840, 2.588695], [-2.532876, 0.940361, 2.672583], [-0.001474, 0.918208, 1.775123], [-0.236070, -0.202347, 1.096228], [1.284999, 1.489759, 1.581996], [2.065583, 0.875666, 0.720798], [1.624699, 2.642528, 2.277856], [3.202725, 3.303662, 2.024262], [6.200587, -2.895950, 1.679144], [5.059684, -2.415722, 1.119346], [3.803078, -2.643754, 1.664642], [2.702519, -2.110289, 1.034147], [2.791075, -1.403116, -0.100893], [3.997644, -1.199775, -0.600040], [4.082754, -0.182619, -2.192832], [5.167741, -1.667775, -0.038652], [5.975852, -3.394910, 2.470884], [3.679065, -3.223804, 2.571102], [1.703753, -2.268792, 1.423737], [6.129167, -1.467681, -0.486592], [-3.992960, -3.693998, 3.451735], [-2.891300, -4.278988, 2.722399], [-1.824492, -3.584354, 2.241622], [-1.903643, -2.252020, 2.340859], [-0.526728, -4.399648, 1.555797], [-4.669023, -4.489795, 3.754355], [-4.557062, -2.996155, 2.827298], [-3.660066, -3.165676, 4.351091], [-2.751905, -5.272042, 2.746241], [-2.714370, -1.792472, 2.715305], [-1.207181, -1.658722, 1.897678], [0.793388, -2.347182, -2.167665]], "atomic_forces_ev_per_a": [[-0.47, -0.71, -0.76], [0.04, -0.07, 0.05], [-0.01, 0.08, -0.06], [0.08, 0.08, -0.03], [0.02, -0.12, 0.03], [-0.07, 0.13, -0.15], [0.03, -0.10, 0.11], [-0.04, 0.00, -0.03], [0.10, 0.29, 0.40], [0.03, -0.03, 0.16], [0.02, 0.10, 0.00], [0.07, -0.24, 0.14], [0.13, 0.24, -0.12], [0.10, -0.11, 0.14], [-0.16, 0.14, -0.22], [0.17, -0.12, 0.11], [-0.08, -0.06, 0.00], [-0.09, 0.01, -0.04], [0.01, 0.01, 0.00], [0.02, 0.00, 0.01], [0.02, 0.02, 0.01], [-0.03, -0.05, 0.02], [-0.01, 0.00, 0.00], [0.00, -0.01, 0.01], [0.00, -0.01, -0.01], [-0.02, -0.09, -0.04], [0.06, 0.03, 0.00], [0.00, -0.01, -0.02], [-0.04, -0.06, 0.02], [-0.01, 0.03, 0.04], [0.09, 0.07, -0.03], [0.07, -0.13, -0.26], [0.03, -0.02, -0.17], [-0.24, 0.00, -0.03], [0.00, 0.06, 0.08], [0.00, 0.00, 0.00], [-0.02, 0.03, -0.04], [0.06, -0.01, 0.03], [-0.10, -0.07, 0.10], [0.07, -0.07, -0.16], [0.13, 0.39, 0.42], [-0.21, 0.13, -0.08], [0.07, -0.01, 0.15], [0.10, -0.09, -0.10], [0.00, -0.01, 0.02], [-0.02, 0.00, -0.01], [-0.01, -0.04, 0.00], [-0.02, -0.01, -0.01], [0.07, -0.01, -0.04], [0.06, 0.11, 0.07], [-0.08, -0.19, -0.01], [0.09, -0.06, -0.08], [-0.04, 0.16, 0.13], [-0.02, 0.01, 0.00], [-0.02, -0.01, 0.00], [-0.01, 0.00, 0.00], [0.00, -0.05, -0.03], [0.01, 0.02, -0.01], [0.03, 0.02, 0.00], [0.06, 0.40, 0.24]], "mulliken_charge": [-0.189, 0.075, -0.726, 0.970, 0.071, -0.523, -1.111, -0.412, -0.180, -0.111, -0.148, 0.893, -0.414, -1.199, -0.567, 0.124, 0.861, -0.703, 0.497, 0.429, 0.631, 0.562, 0.423, 0.507, -0.228, 0.361, 0.335, -0.233, 0.441, -0.290, 0.117, 0.120, -0.425, -0.668, 0.184, -0.225, -0.564, 1.149, -0.825, -0.623, 0.318, -0.097, -0.112, -0.558, 0.292, 0.307, 0.386, 0.449, -0.978, -0.171, 0.424, 0.120, -0.435, 0.340, 0.286, 0.302, 0.254, 0.243, -0.369, -0.388]}

***

Entry 2:
{"formula": "CH3O3P", "method": "ωB97M-V with the def2-TZVPD basis set", "e_tot_ha": -606.86931, "fmax_ev_per_a": 2.123, "homo_energy_ev": [-10.82, -11.50], "e_above_lowest_kcal_mol": 97.84, "elements": ["C", "O", "O", "O", "P", "H", "H", "H"], "positions_angstrom": [[-0.307777, 0.157718, 0.293513], [-4.131140, 1.283167, 0.156380], [-1.303448, 0.826009, -0.317385], [-4.411917, -1.272832, 0.044402], [-3.556018, -0.064375, -0.046147], [0.031439, -0.699445, -0.304373], [-0.330088, 0.109090, 1.352679], [0.602601, 0.676961, 0.009078]], "atomic_forces_ev_per_a": [[1.11, -0.14, -1.68], [0.91, -0.50, -0.26], [-1.50, -0.31, 0.05], [1.38, -0.17, -0.27], [-1.57, 1.37, 0.41], [-0.66, -0.91, 0.62], [-0.21, -0.50, 1.00], [0.53, 1.17, 0.12]], "mulliken_charge": [-0.585, -0.406, -0.345, -0.445, 0.842, 0.316, 0.325, 0.298]}

***

Entry 3:
{"formula": "C6H11N", "method": "ωB97M-V with the def2-TZVPD basis set", "e_tot_ha": -289.81415, "fmax_ev_per_a": 0.559, "homo_energy_ev": -7.05, "e_above_lowest_kcal_mol": 98.85, "elements": ["C", "C", "C", "C", "C", "C", "N", "H", "H", "H", "H", "H", "H", "H", "H", "H", "H", "H"], "positions_angstrom": [[-2.336859, -0.300568, -0.551113], [-1.144991, 0.618899, -0.421492], [0.203164, 0.082030, -0.737101], [1.031221, -0.402235, 0.523066], [2.538947, -0.309865, 0.300115], [0.510959, 0.346120, 1.714157], [-0.572676, 0.901805, 1.650610], [-3.218905, 0.083215, -0.022664], [-2.634643, -0.427150, -1.603576], [-2.120255, -1.298958, -0.152706], [-1.330270, 1.622001, -0.816009], [-1.414744, 1.342809, 1.302185], [0.133552, -0.789254, -1.402184], [0.813202, 0.837241, -1.245526], [0.778335, -1.449484, 0.748266], [2.841911, -0.962746, -0.525577], [2.831732, 0.714875, 0.043946], [3.090317, -0.608741, 1.195608]], "atomic_forces_ev_per_a": [[-0.04, -0.07, 0.08], [0.06, -0.04, -0.19], [0.01, 0.08, -0.03], [0.05, -0.09, -0.02], [0.05, 0.01, -0.01], [-0.51, 0.16, -0.16], [0.43, -0.24, -0.05], [0.14, -0.05, -0.07], [0.06, 0.01, 0.16], [-0.01, 0.15, -0.02], [0.02, -0.13, 0.09], [0.03, 0.06, 0.01], [-0.01, 0.12, 0.09], [-0.07, -0.08, 0.10], [0.01, 0.12, -0.03], [-0.05, 0.10, 0.11], [-0.06, -0.13, 0.06], [-0.10, 0.02, -0.13]], "mulliken_charge": [-1.082, -0.467, -0.869, 0.674, -1.424, -0.382, -0.188, 0.343, 0.312, 0.300, 0.397, 0.376, 0.371, 0.345, 0.197, 0.336, 0.374, 0.385]}

***

Entry 4:
{"formula": "C22H22F3INO15P2", "method": "ωB97M-V with the def2-TZVPD basis set", "e_tot_ha": -3314.74708, "fmax_ev_per_a": 1.523, "total_charge": 1, "homo_energy_ev": -11.17, "elements": ["C", "C", "C", "N", "P", "I", "C", "F", "F", "F", "P", "O", "O", "O", "H", "H", "H", "H", "H", "H", "H", "H", "H", "H", "C", "C", "C", "O", "C", "C", "C", "O", "O", "O", "H", "H", "H", "H", "C", "C", "C", "O", "C", "C", "C", "O", "O", "O", "H", "H", "H", "H", "C", "C", "C", "O", "C", "C", "C", "O", "O", "O", "H", "H", "H", "H"], "positions_angstrom": [[2.432168, -4.700186, 1.913105], [1.166150, -3.889969, 2.058427], [-0.090848, -4.728056, 1.930976], [-0.784368, -4.535930, 0.591777], [-2.153421, -3.621397, 0.611081], [-2.653204, -2.991707, -1.642068], [-3.679879, -4.577037, 1.224022], [-4.762035, -3.945023, 0.758685], [-3.710976, -4.626169, 2.557166], [-3.611222, -5.814605, 0.729092], [-2.042211, -1.773438, 1.842458], [-2.600705, -2.034468, 3.150424], [-2.868002, -0.746933, 0.996784], [-0.576617, -1.234975, 1.839308], [2.577640, -5.021864, 0.891991], [3.301740, -4.135647, 2.197933], [2.367193, -5.594869, 2.513888], [1.143618, -3.129865, 1.290375], [1.148930, -3.353536, 2.991687], [-0.782654, -4.574657, 2.748084], [0.180257, -5.770086, 1.975225], [-1.061137, -5.449649, 0.240819], [-2.282964, -0.283654, 0.380119], [-0.262064, -1.284386, 2.756827], [3.978579, 1.615349, 1.723157], [3.168934, 0.552696, 1.779936], [2.780010, -0.087447, 3.080508], [2.021006, -1.049691, 3.032156], [3.315569, 0.448412, 4.308102], [4.132013, 1.514147, 4.263396], [4.504843, 2.172509, 2.958966], [5.229934, 3.144319, 3.010714], [4.658899, 2.060336, 5.337526], [2.642087, -0.020998, 0.700262], [4.262136, 2.087994, 0.789519], [3.038897, -0.031890, 5.235810], [5.202569, 2.811572, 5.031793], [2.102321, -0.759471, 1.030365], [4.459822, 5.465206, 0.323623], [4.508953, 6.801017, 0.203480], [4.102826, 7.503301, -1.065435], [4.160455, 8.714677, -1.081719], [3.669565, 6.694072, -2.192917], [3.625383, 5.362207, -2.071308], [4.007290, 4.667031, -0.794587], [3.914865, 3.448550, -0.771411], [3.243531, 4.556329, -3.052440], [4.909685, 7.597748, 1.174724], [4.752241, 4.952125, 1.229798], [3.394850, 7.204336, -3.104914], [3.307453, 3.650750, -2.699834], [4.846434, 8.507928, 0.827721], [-6.533521, 0.499364, -5.202675], [-7.589073, -0.305058, -5.000541], [-7.430629, -1.703030, -4.466147], [-8.427782, -2.366300, -4.289573], [-6.080920, -2.188764, -4.188067], [-5.040970, -1.381374, -4.397808], [-5.199016, 0.020375, -4.907200], [-4.183222, 0.676969, -5.037438], [-3.770274, -1.736033, -4.173950], [-8.831596, 0.062223, -5.247017], [-6.635118, 1.505837, -5.582151], [-5.975451, -3.200736, -3.821702], [-3.237357, -0.954134, -4.424752], [-9.401610, -0.694371, -5.016131]], "atomic_forces_ev_per_a": [[-0.18, -0.18, -0.12], [-0.12, 0.21, -0.27], [0.10, 0.00, -0.30], [-0.50, -0.34, 1.03], [0.22, 0.30, -1.17], [-0.09, -0.19, 0.34], [-0.12, 0.42, 0.35], [0.21, -0.44, 0.32], [-0.04, -0.14, -0.69], [-0.12, 0.20, 0.06], [-0.66, 0.86, 1.07], [-0.24, -0.75, 0.38], [0.37, -0.18, -0.56], [0.09, -0.24, -0.53], [0.00, -0.10, -0.40], [0.36, 0.22, 0.20], [0.19, -0.27, 0.36], [-0.02, 0.31, -0.22], [0.10, 0.08, 0.47], [-0.28, 0.21, 0.25], [-0.04, -0.45, -0.07], [0.31, -0.09, -0.47], [-0.27, 0.39, -0.25], [0.77, 0.12, 0.12], [0.19, 0.06, -0.03], [0.14, 0.18, -0.11], [0.22, 0.18, 0.49], [-0.26, -0.04, -0.15], [-0.20, -0.24, -0.05], [-0.10, -0.16, 0.17], [-0.14, -0.12, -0.44], [0.09, 0.12, 0.19], [0.05, 0.08, -0.02], [-0.06, -0.04, -0.04], [-0.10, -0.05, 0.11], [0.02, 0.03, 0.03], [0.06, 0.08, 0.00], [-0.05, -0.09, 0.04], [-0.03, -0.24, 0.00], [0.04, -0.25, 0.15], [-0.16, -0.21, -0.44], [0.08, 0.18, 0.18], [0.01, 0.19, 0.02], [-0.04, 0.22, -0.16], [0.17, 0.17, 0.38], [-0.06, 0.01, -0.29], [-0.03, -0.08, -0.01], [0.00, 0.11, 0.02], [0.03, 0.02, 0.02], [-0.01, -0.02, -0.01], [0.02, -0.11, 0.04], [0.00, 0.10, -0.02], [0.18, 0.07, -0.01], [0.14, 0.25, -0.09], [0.37, -0.18, 0.09], [-0.23, 0.03, -0.03], [-0.08, -0.12, 0.07], [-0.13, -0.29, 0.08], [-0.45, 0.27, -0.13], [0.29, -0.05, 0.05], [0.21, -0.02, 0.11], [-0.09, -0.08, 0.03], [-0.04, 0.01, -0.01], [-0.01, -0.01, -0.02], [-0.01, 0.14, -0.12], [-0.08, -0.04, 0.01]], "mulliken_charge": [-1.614, 0.407, -0.843, -0.239, -0.024, 0.221, 0.776, -0.191, -0.162, -0.219, 0.774, -0.586, -0.447, -0.184, 0.391, 0.407, 0.390, -0.018, 0.194, 0.415, 0.552, 0.410, 0.342, 0.271, -0.991, 0.381, 0.807, -0.461, -1.225, 0.485, 1.113, -0.637, -0.563, -0.648, 0.622, 0.465, 0.359, 0.283, -1.078, 0.442, 0.860, -0.605, -0.917, 0.176, 1.239, -0.629, -0.584, -0.569, 0.471, 0.434, 0.356, 0.364, -0.981, 0.356, 0.982, -0.589, -1.007, 0.314, 1.081, -0.637, -0.525, -0.540, 0.433, 0.431, 0.344, 0.367]}